Molecular formula: C5H9NS
Method: DFT, ωB97M-V with the def2-TZVPD basis set

Calculated values
Spin multiplicity: 3
Molecular weight in g mol⁻¹: 115.201
Charge: 0
Expectation value of S²: 2.026
Energy above the lowest of the compared OMol25 structures with the same formula, charge and spin in kcal/mol: 75.9
E in eV: -17649.050
Gap between HOMO and LUMO (alpha / beta) in eV: 5.9 / 7.4
Highest occupied orbital energy (alpha / beta) in eV: -4.978 / -9.254

Each line ends with the Mulliken spin population.
CARTESIAN COORDINATES (ANGSTROEM)
C1 -1.112 0.835 -1.732  0.062
C2 -0.534 0.579 -0.544  0.614
C3 0.136 0.136 1.827  0.058
C4 0.290 -1.563 -0.056  0.042
C5 -0.458 -0.411 0.530  -0.016
N1 1.070 1.245 -1.214  0.248
S1 0.092 1.696 -2.572  1.012
H1 -2.043 0.529 -2.013  0.014
H2 1.017 0.779 1.706  -0.015
H3 0.605 -0.568 2.573  0.002
H4 -0.639 0.826 2.371  -0.001
H5 0.021 -1.632 -1.185  -0.012
H6 0.198 -2.564 0.535  0.013
H7 1.377 -1.258 -0.315  -0.013
H8 -1.462 -0.634 0.618  0.030
H9 1.441 2.007 -0.530  -0.038


Molecular formula: C8H16FKO6
Method: DFT, ωB97M-V with the def2-TZVPD basis set

Calculated values
Molecular weight in g mol⁻¹: 266.306
Charge: 0
Energy above the lowest of the compared OMol25 structures with the same formula, charge and spin in kcal/mol: 224.6
E in eV: -39873.155
Gap between HOMO and LUMO in eV: 6.1
Highest occupied orbital energy in eV: -6.717

Each line ends with the Löwdin charge.
CARTESIAN COORDINATES (ANGSTROEM)
K1 3.221 -0.767 2.613  1.078
F1 1.489 -1.175 1.595  -0.524
C1 0.909 2.289 -4.279  -0.077
C2 0.742 1.006 -3.450  -0.196
O1 0.919 1.486 -2.106  0.008
C3 1.102 0.574 -1.154  -0.576
O2 1.049 -0.655 -1.375  0.076
O3 1.322 1.229 -0.048  0.080
C4 1.508 0.396 1.099  -0.322
H1 0.038 2.944 -4.251  0.071
H2 0.822 2.046 -5.338  0.068
H3 1.835 2.812 -4.041  0.080
H4 1.593 0.362 -3.674  0.123
H5 -0.253 0.588 -3.603  0.127
H6 2.211 -0.420 0.931  -0.010
H7 0.558 0.000 1.456  0.048
H8 1.999 0.939 1.907  0.032
C5 -3.484 -2.127 -0.031  -0.059
C6 -2.047 -2.090 0.617  -0.113
O4 -1.569 -0.745 1.118  0.065
C7 -0.757 -0.697 2.148  -0.643
O5 -0.431 -1.635 2.916  0.065
O6 -0.536 0.560 2.424  -0.016
C8 0.456 1.036 3.263  -0.062
H9 -4.220 -1.998 0.762  0.065
H10 -3.653 -3.127 -0.429  0.075
H11 -3.561 -1.270 -0.702  0.072
H12 -1.327 -2.385 -0.147  0.121
H13 -2.111 -2.747 1.484  0.113
H14 0.393 2.122 3.181  0.129
H15 1.414 0.762 2.822  -0.012
H16 0.367 0.687 4.291  0.114


Molecular formula: C41H61Br51N2O
Method: DFT, ωB97M-V with the def2-TZVPD basis set

Calculated values
Molecular weight in g mol⁻¹: 4673.056
Charge: 0
Energy above the lowest of the compared OMol25 structures with the same formula, charge and spin in kcal/mol: 0.0
E in eV: -3620694.208
Gap between HOMO and LUMO in eV: 9.2
Highest occupied orbital energy in eV: -9.533

Each line ends with the Löwdin charge.
CARTESIAN COORDINATES (ANGSTROEM)
C1 0.920 4.238 1.593  -0.091
C2 -0.198 5.148 2.106  -0.258
C3 -1.595 4.724 1.624  -0.219
C4 -2.465 4.294 2.801  -0.197
C5 -3.721 3.545 2.385  -0.192
C6 -3.636 2.022 2.380  -0.184
C7 -2.249 1.405 2.238  -0.226
C8 -1.565 1.087 3.570  -0.193
C9 -1.255 -0.385 3.714  -0.182
C10 -0.569 -0.966 2.481  -0.226
C11 -1.213 -2.293 2.115  -0.216
C12 -0.480 -3.041 1.028  -0.216
C13 0.879 -3.632 1.421  -0.185
C14 2.069 -2.828 0.926  -0.200
C15 2.091 -2.549 -0.572  -0.176
C16 2.823 -1.227 -0.840  -0.154
C17 1.856 -0.010 -0.897  -0.247
C18 1.744 0.504 0.433  -0.172
N1 1.628 1.082 1.438  0.243
C19 2.369 1.036 -1.885  -0.252
C20 1.869 0.726 -3.195  -0.178
N2 1.391 0.369 -4.195  0.196
C21 2.063 2.502 -1.560  -0.175
C22 0.667 3.019 -1.870  -0.234
C23 -0.482 2.156 -1.422  -0.172
C24 -1.823 2.720 -1.848  -0.349
O1 -1.872 2.997 -3.232  -0.083
H1 1.759 4.859 1.323  0.070
H2 0.626 3.668 0.727  0.022
H3 1.265 3.552 2.347  0.052
H4 -0.171 5.090 3.178  0.100
H5 -0.044 6.166 1.798  -0.029
H6 -2.091 5.551 1.145  0.052
H7 -1.517 3.933 0.893  0.072
H8 -1.882 3.781 3.549  0.103
H9 -2.786 5.221 3.257  0.095
H10 -4.480 3.800 3.103  0.080
H11 -4.066 3.952 1.446  0.075
H12 -4.209 1.685 1.528  0.067
H13 -4.104 1.579 3.245  0.104
H14 -1.575 1.983 1.629  0.087
H15 -2.378 0.466 1.725  -0.007
H16 -0.655 1.667 3.640  0.102
H17 -2.203 1.408 4.357  0.096
H18 -0.605 -0.525 4.562  0.110
H19 -2.174 -0.925 3.877  0.107
H20 0.484 -1.093 2.654  0.091
H21 -0.640 -0.287 1.650  0.070
H22 -2.202 -2.047 1.758  0.053
H23 -1.286 -2.850 3.034  0.116
H24 -1.104 -3.876 0.764  0.054
H25 -0.419 -2.374 0.180  0.083
H26 0.920 -4.635 1.024  0.023
H27 0.937 -3.675 2.496  0.114
H28 2.964 -3.381 1.169  0.083
H29 2.134 -1.898 1.463  0.088
H30 1.103 -2.482 -1.004  0.073
H31 2.586 -3.360 -1.077  0.109
H32 3.462 -1.265 -1.706  0.116
H33 3.447 -1.034 0.022  0.050
H34 0.925 -0.410 -1.244  0.131
H35 3.440 0.944 -1.955  0.143
H36 2.753 3.076 -2.171  0.022
H37 2.317 2.757 -0.549  0.100
H38 0.574 3.944 -1.319  0.082
H39 0.586 3.302 -2.902  0.079
H40 -0.430 1.164 -1.835  0.100
H41 -0.487 2.046 -0.346  0.090
H42 -2.044 3.602 -1.264  0.115
H43 -2.560 1.963 -1.662  -0.073
H44 -1.589 3.902 -3.368  0.042
C25 -7.024 6.579 1.496  -1.605
Br1 -8.189 5.458 0.455  0.572
Br2 -6.973 6.041 3.343  0.577
Br3 -5.264 6.684 0.717  0.628
H45 -7.448 7.571 1.483  -0.029
C26 -6.992 1.507 6.903  -1.646
Br4 -7.005 3.368 6.404  0.556
Br5 -7.510 0.379 5.432  0.548
Br6 -5.303 0.973 7.648  0.573
H46 -7.722 1.379 7.686  -0.033
C27 -7.189 -2.642 2.820  -1.617
Br7 -7.392 -4.243 1.773  0.573
Br8 -5.823 -1.518 2.051  0.544
Br9 -8.879 -1.719 2.985  0.544
H47 -6.877 -2.945 3.809  -0.027
C28 -4.491 -0.263 -1.840  -1.562
Br10 -4.514 1.621 -2.217  0.758
Br11 -3.455 -0.591 -0.255  0.689
Br12 -6.259 -1.009 -1.757  0.576
H48 -3.982 -0.763 -2.652  -0.097
C29 -2.227 -3.636 -3.792  -1.626
Br13 -4.054 -3.548 -3.189  0.596
Br14 -1.557 -1.908 -4.313  0.597
Br15 -1.100 -4.470 -2.476  0.590
H49 -2.212 -4.261 -4.673  -0.128
C30 -1.674 -7.775 0.381  -1.618
Br16 -1.752 -9.477 1.272  0.576
Br17 -2.876 -6.498 1.173  0.590
Br18 0.133 -7.114 0.295  0.587
H50 -2.003 -7.930 -0.635  -0.030
C31 -6.765 4.403 -4.628  -1.650
Br19 -6.530 5.904 -5.810  0.572
Br20 -6.898 4.958 -2.790  0.521
Br21 -8.261 3.312 -5.148  0.575
H51 -5.880 3.789 -4.714  -0.042
C32 -3.670 -6.487 -6.736  -1.623
Br22 -5.496 -6.400 -6.138  0.579
Br23 -3.000 -4.757 -7.258  0.615
Br24 -2.534 -7.325 -5.426  0.585
H52 -3.654 -7.109 -7.617  -0.034
C33 3.072 -10.457 0.809  -1.634
Br25 3.183 -9.025 -0.469  0.533
Br26 2.889 -9.793 2.604  0.552
Br27 1.676 -11.706 0.370  0.559
H53 4.007 -10.995 0.764  -0.109
C34 1.398 6.507 -4.113  -1.594
Br28 -0.193 6.649 -3.033  0.614
Br29 2.132 8.236 -4.516  0.571
Br30 2.710 5.341 -3.321  0.670
H54 1.105 6.060 -5.050  -0.023
C35 7.129 -1.461 0.620  -1.656
Br31 8.452 -1.347 -0.768  0.569
Br32 6.129 0.175 0.799  0.589
Br33 5.965 -2.969 0.380  0.615
H55 7.658 -1.611 1.549  -0.135
C36 5.246 8.607 -7.261  -1.649
Br34 3.799 7.556 -7.971  0.555
Br35 5.975 7.832 -5.659  0.534
Br36 6.608 8.925 -8.583  0.576
H56 4.836 9.568 -6.991  -0.032
C37 7.604 5.283 -2.378  -1.635
Br37 8.891 5.335 -3.806  0.578
Br38 6.719 6.976 -2.158  0.555
Br39 6.343 3.849 -2.612  0.556
H57 8.145 5.085 -1.466  -0.031
C38 6.562 -11.415 4.492  -1.634
Br40 8.404 -11.487 5.039  0.580
Br41 5.681 -9.848 5.175  0.563
Br42 6.390 -11.559 2.577  0.570
H58 6.068 -12.273 4.922  -0.029
C39 5.021 -11.629 -3.165  -1.625
Br43 4.901 -9.773 -3.647  0.560
Br44 5.928 -11.870 -1.479  0.574
Br45 3.297 -12.477 -3.173  0.572
H59 5.620 -12.116 -3.918  -0.033
C40 -2.699 9.130 2.170  -1.635
Br46 -2.579 11.038 1.953  0.579
Br47 -1.150 8.233 1.458  0.694
Br48 -3.023 8.641 4.003  0.580
H60 -3.552 8.798 1.597  -0.101
C41 10.445 -1.954 3.740  -1.627
Br49 10.276 -0.320 2.734  0.588
Br50 10.744 -1.610 5.607  0.585
Br51 8.940 -3.125 3.468  0.614
H61 11.317 -2.468 3.366  -0.029


Molecular formula: C28H57FN3O9S3
Method: DFT, ωB97M-V with the def2-TZVPD basis set

Calculated values
Molecular weight in g mol⁻¹: 694.975
Charge: +1
E in eV: -88070.977
Gap between HOMO and LUMO in eV: 7.1
Highest occupied orbital energy in eV: -10.374

Each line ends with the Löwdin charge.
CARTESIAN COORDINATES (ANGSTROEM)
C1 -2.191 -3.184 4.684  0.010
C2 -0.730 -2.868 4.784  -0.311
F1 -0.027 -4.062 4.738  0.004
C3 -0.187 -1.917 3.738  -0.333
C4 -0.417 -0.493 4.248  -0.109
C5 0.501 -0.049 5.383  -0.196
C6 1.354 1.133 5.012  -0.211
S1 0.437 2.618 4.788  0.580
O1 1.126 3.714 5.385  -0.250
O2 0.027 2.661 3.419  -0.272
O3 -0.813 2.264 5.673  -0.146
C7 1.284 -2.202 3.360  -0.018
C8 1.284 -2.739 1.891  -0.220
C9 1.581 -1.655 0.845  -0.167
C10 2.974 -1.721 0.184  -0.222
C11 2.844 -1.863 -1.316  -0.470
S2 1.961 -0.484 -2.027  1.019
C12 0.340 -1.091 -1.935  -1.094
S3 -0.131 -2.625 -2.113  0.774
N1 -0.552 -0.065 -1.688  -0.155
C13 -0.363 1.053 -0.886  -0.094
C14 -1.519 1.752 -0.967  -0.117
N2 -2.412 1.133 -1.810  0.091
C15 -1.816 0.051 -2.231  -0.140
C16 -0.156 -3.198 1.791  -0.076
N3 -0.872 -2.074 2.402  0.142
H1 -2.776 -2.319 4.952  0.097
H2 -2.496 -3.515 3.705  0.082
H3 -2.424 -3.950 5.399  0.102
H4 -0.534 -2.445 5.754  0.155
H5 -1.444 -0.402 4.564  0.127
H6 -0.304 0.194 3.421  0.110
H7 -0.113 0.225 6.219  0.109
H8 1.140 -0.842 5.729  0.125
H9 1.825 0.960 4.064  0.091
H10 2.106 1.323 5.754  0.118
H11 -1.139 3.107 6.028  0.120
H12 1.931 -1.344 3.406  0.119
H13 1.699 -2.969 3.981  0.125
H14 1.913 -3.597 1.765  0.150
H15 1.397 -0.667 1.242  0.113
H16 0.869 -1.803 0.055  0.022
H17 3.590 -2.506 0.592  0.115
H18 3.493 -0.795 0.358  0.084
H19 2.362 -2.788 -1.578  0.040
H20 3.812 -1.905 -1.780  0.083
H21 0.526 1.271 -0.346  0.094
H22 -1.740 2.676 -0.488  0.101
H23 -2.238 -0.669 -2.897  0.118
H24 -0.548 -3.525 0.845  0.124
H25 -0.260 -4.020 2.484  0.135
H26 -0.732 -1.182 1.921  0.176
H27 -1.883 -2.196 2.416  0.178
C17 -4.798 4.824 -1.467  -0.114
O4 -4.034 4.977 -2.645  -0.190
C18 -3.925 3.786 -3.412  -0.216
C19 -4.888 3.768 -4.575  -0.207
O5 -6.239 3.735 -4.151  -0.190
C20 -6.884 4.995 -4.189  -0.110
H28 -5.038 5.821 -1.101  0.090
H29 -5.727 4.282 -1.656  0.085
H30 -4.226 4.293 -0.695  0.078
H31 -4.078 2.910 -2.780  0.100
H32 -2.903 3.744 -3.802  0.123
H33 -4.709 2.860 -5.160  0.125
H34 -4.712 4.630 -5.226  0.127
H35 -7.145 5.268 -5.217  0.089
H36 -6.261 5.780 -3.756  0.084
H37 -7.801 4.908 -3.608  0.089
C21 -1.968 -3.784 -5.710  -0.104
O6 -1.941 -2.380 -5.523  -0.206
C22 -0.682 -1.790 -5.793  -0.223
C23 -0.620 -1.147 -7.159  -0.206
O7 -0.727 -2.100 -8.197  -0.185
C24 -2.021 -2.190 -8.768  -0.103
H38 -3.013 -4.088 -5.736  0.092
H39 -1.490 -4.073 -6.647  0.087
H40 -1.471 -4.297 -4.879  0.078
H41 0.119 -2.528 -5.686  0.127
H42 -0.525 -1.012 -5.034  0.106
H43 0.351 -0.653 -7.268  0.128
H44 -1.399 -0.384 -7.251  0.129
H45 -2.211 -1.344 -9.436  0.091
H46 -2.799 -2.223 -8.001  0.084
H47 -2.055 -3.109 -9.349  0.091
C25 4.460 2.064 2.263  -0.086
O8 4.450 0.727 2.764  -0.212
C26 5.486 -0.052 2.192  -0.222
C27 6.693 -0.170 3.090  -0.204
O9 7.323 1.076 3.291  -0.183
C28 7.007 1.704 4.522  -0.100
H48 3.845 2.675 2.914  0.085
H49 5.470 2.472 2.253  0.090
H50 4.046 2.101 1.249  0.089
H51 5.775 0.375 1.227  0.131
H52 5.077 -1.051 2.015  0.107
H53 7.420 -0.831 2.607  0.131
H54 6.411 -0.622 4.047  0.129
H55 7.543 1.228 5.349  0.092
H56 5.934 1.678 4.725  0.080
H57 7.327 2.741 4.449  0.093